Below is a gas-phase ion, C2H5N4 (charge +1) at a distorted geometry, with properties calculated with ωB97M-V/def2-TZVPD.

Each line ends with the natural charge from an NBO analysis.
Cartesian coordinates (Å):
C 1.62536 -0.72101 -0.07077  -0.014
C 0.23339 -1.04936 0.07261  -0.023
N 1.72263 0.62041 -0.08581  -0.130
N 0.51319 1.10162 -0.09035  -0.117
N -0.38084 0.14675 0.00913  0.097
N -1.72743 0.34470 -0.00278  -0.607
H 2.36689 -1.38021 0.06373  0.246
H -0.33497 -1.89559 -0.06762  0.250
H 0.33043 2.08801 0.15721  0.455
H -2.13462 -0.48143 -0.14303  0.399
H -2.21405 1.22611 0.15768  0.442

Atoms 1-3, force components in eV/Å:
-4.687 2.990 0.689
1.965 3.244 -1.132
1.137 -1.203 -0.007

HOMO   -14.97 eV
Max |F|   5.602 eV/Å
Frontier orbital gap   0.3865 Eh
Structure (SMILES)   N[n+]1ccn[nH]1
Charge   +1


Below is a molecular structure, C4H10O2, with properties calculated with ωB97M-V/def2-TZVPD.

Each line ends with the natural charge from an NBO analysis.
Cartesian coordinates (Å):
C -2.19633 -0.74954 0.15810  -0.610
C -0.99889 0.17544 0.16361  -0.582
C 0.30564 -0.33162 -0.04388  0.091
O 0.26120 0.02592 -1.85554  -0.895
C 1.50852 0.46420 0.37057  -0.112
O 2.58968 0.15684 -0.48834  -0.719
H -3.08891 -0.22091 -0.19500  0.210
H -2.02694 -1.58374 -0.53485  0.208
H -2.43777 -1.17755 1.14062  0.196
H -0.64338 0.49282 -1.21307  0.465
H -1.07087 1.10134 0.73371  0.214
H 0.48356 -1.40120 -0.14203  0.220
H 0.96091 0.63381 -2.15512  0.483
H 1.74377 0.21220 1.41640  0.187
H 1.25771 1.53590 0.33686  0.170
H 3.38373 0.57843 -0.13929  0.474

Atoms 1-3, force components in eV/Å:
-0.111 -0.080 0.011
0.116 -0.087 0.377
-0.168 0.071 0.437

HOMO   -8.00 eV
Max |F|   0.558 eV/Å
Frontier orbital gap   0.3207 Eh


Below is 2 unconnected molecules or ions with the total composition C3H11NS2 at a distorted geometry, with properties calculated with ωB97M-V/def2-TZVPD.

Each line ends with the natural charge from an NBO analysis.
Cartesian coordinates (Å):
C 1.58346 -0.17999 2.65653  -0.760
S 2.16601 0.73788 4.08479  0.098
S 1.43307 2.68277 3.97391  -0.128
H 1.98852 0.07876 1.68207  0.220
H 0.49751 -0.20939 2.56024  0.224
H 1.91975 -1.19190 2.89380  0.231
H 0.41625 2.60117 4.77996  0.115
C -0.07360 -0.40597 -2.88916  -0.637
C -1.43985 -0.05883 -2.31277  -0.216
N -1.91259 -0.81976 -1.13881  -0.855
H -0.17576 -0.88316 -3.86278  0.210
H 0.46553 0.51351 -3.14920  0.208
H 0.63816 -0.90380 -2.23077  0.209
H -1.44047 0.99720 -2.04693  0.176
H -2.21314 -0.26150 -3.05374  0.187
H -2.61873 -1.47640 -1.43243  0.359
H -1.23412 -1.22060 -0.51470  0.359

Atoms 1-3, force components in eV/Å:
-0.533 -0.381 -0.218
0.012 0.575 0.169
1.208 -0.304 -1.019

HOMO   -9.04 eV
Max |F|   1.609 eV/Å
Frontier orbital gap   0.3549 Eh
Structure (SMILES)   CCN.CSS


Below is 3 unconnected molecules or ions with the total composition C4H15NO2 at a distorted geometry, with properties calculated with ωB97M-V/def2-TZVPD.

Each line ends with the natural charge from an NBO analysis.
Cartesian coordinates (Å):
C 0.02883 0.88437 1.71092  -0.452
N -0.38192 0.57688 0.31954  -0.639
C 0.11166 -1.85525 0.48026  -0.628
C -0.92953 -0.76892 0.15407  -0.051
C -1.56922 -0.79858 -1.21526  -0.622
H -0.01629 0.11794 2.49825  0.192
H -0.43954 1.76500 2.17145  0.193
H 1.10164 1.08712 1.66436  0.217
H -1.11777 1.26579 0.19510  0.354
H -0.04344 -2.78533 -0.05223  0.215
H 0.05939 -2.08298 1.55312  0.205
H 1.16379 -1.54694 0.41106  0.217
H -1.67434 -1.02643 0.92710  0.161
H -2.03049 -1.71668 -1.58515  0.221
H -1.01780 -0.29396 -2.01009  0.216
H -2.49838 -0.20075 -1.03459  0.199
H 3.25835 -0.40351 -0.16874  0.464
H 2.89908 0.92495 -0.45787  0.464
O 2.99737 0.39205 0.32730  -0.923
H 0.60101 2.04436 -1.42643  0.481
H -0.70989 2.04754 -2.22286  0.466
O 0.20750 2.37332 -2.23932  -0.948

Atoms 1-3, force components in eV/Å:
1.727 0.257 0.591
-0.579 0.404 1.503
0.926 0.339 0.744

HOMO   -9.23 eV
Max |F|   2.226 eV/Å
Frontier orbital gap   0.3657 Eh
Structure (SMILES)   CNC(C)C.O.O


Below is a molecular structure, C32H44BrN3P2PtS at a distorted geometry, with properties calculated with ωB97M-V/def2-TZVPD.

Each line ends with the Mulliken spin population.
Cartesian coordinates (Å):
C -3.51693 -5.79906 -3.15535  0.009
C -2.21649 -5.27914 -3.36568  0.005
C -1.33600 -6.10400 -4.09069  0.010
C -1.75592 -7.38582 -4.49198  -0.003
N -2.96930 -7.86535 -4.24917  0.006
C -3.83784 -7.09309 -3.59539  -0.003
C -1.80293 -3.99947 -2.68411  0.123
C -1.81404 -3.14260 -1.78614  -0.081
C -2.03181 -2.51826 -0.54411  0.074
C -2.92644 -1.44395 -0.23634  0.008
C -2.42972 -0.41805 0.60147  0.176
C -1.14223 -0.65992 1.10624  0.164
C -0.69138 -1.96010 1.35608  0.059
C -1.08481 -2.90512 0.40381  -0.040
Pt 0.66443 0.43162 0.50992  -0.185
P -0.07718 2.37479 -0.59509  0.203
H -0.31289 -5.80921 -4.26635  0.000
H -4.24360 -5.24616 -2.56937  0.001
H -1.07906 -8.05747 -5.00863  0.000
H -4.81942 -7.51962 -3.39634  0.000
H -0.50815 -3.81038 0.31934  -0.002
H -3.91628 -1.37641 -0.69138  0.002
H 0.05250 -2.19406 2.10265  0.003
H -2.89700 0.56012 0.76187  0.008
C 0.63938 4.13706 -0.47067  0.004
C 1.10745 4.91640 -1.71299  0.000
H 1.45977 4.04972 0.25597  0.003
H -0.12867 4.71775 0.05865  -0.001
H 1.45545 5.91025 -1.37554  -0.001
H 1.96734 4.44070 -2.21621  0.000
H 0.29620 5.09518 -2.44680  0.000
C 0.53502 1.78475 -2.25383  0.012
C -0.45045 1.63327 -3.41010  0.003
H 0.94281 0.77528 -2.02613  0.018
H 1.38637 2.43151 -2.51898  -0.006
H 0.08004 1.08126 -4.20086  0.001
H -1.32247 1.03487 -3.10299  0.001
H -0.76650 2.59633 -3.84224  0.001
C -1.89475 2.75788 -0.70608  0.010
C -2.38637 3.92666 -1.58463  0.008
H -2.19259 2.93894 0.33659  -0.001
H -2.39893 1.82405 -0.99349  0.000
H -3.47920 3.84097 -1.69511  0.002
H -2.19640 4.90495 -1.11642  -0.001
H -1.96363 3.91039 -2.59966  -0.002
Br 1.08862 2.61141 2.37352  0.408
P 3.78478 0.21731 0.39094  0.562
C 3.36059 1.63780 -0.60402  0.035
C 4.52544 2.48490 -1.13236  0.022
H 2.66115 2.20878 0.02744  0.073
H 2.79161 1.22776 -1.44417  -0.016
H 4.16621 3.12641 -1.94844  0.004
H 4.91403 3.16634 -0.36581  -0.001
H 5.31094 1.82852 -1.53685  -0.006
C 3.46627 0.27547 2.15801  0.077
C 4.68825 0.05120 3.01821  0.026
H 2.69001 -0.48947 2.26867  0.022
H 2.95746 1.23470 2.35040  0.013
H 4.47116 0.37566 4.02666  -0.001
H 4.89694 -1.00533 3.07544  -0.001
H 5.54663 0.60445 2.64505  -0.007
C 2.92201 -1.22054 -0.24892  0.069
C 3.88159 -2.16073 -1.03350  0.032
H 2.07753 -0.86321 -0.87880  0.026
H 2.46541 -1.74894 0.60509  0.012
H 3.39484 -3.13675 -1.16962  0.002
H 4.07337 -1.77108 -2.04499  -0.002
H 4.81847 -2.30541 -0.46493  -0.007
N 0.95601 -1.48383 4.04284  0.008
C -0.13349 -0.66307 4.06350  0.022
N -0.37705 0.36883 3.28328  0.053
C -1.59225 1.00334 3.54798  -0.016
C -2.12951 2.13274 2.92654  0.002
C -3.36695 2.60997 3.34771  0.000
C -3.94984 2.09643 4.51274  0.000
C -3.41328 0.96988 5.13394  -0.001
C -2.25721 0.38801 4.62702  -0.010
S -1.45651 -1.11423 5.15336  0.004
H 1.01402 -2.18848 4.76381  0.000
H 1.88132 -1.11165 3.83000  -0.001
H -1.54303 2.64958 2.18070  0.012
H -3.86371 3.40257 2.78317  0.000
H -4.83627 2.58374 4.92585  0.000
H -3.88293 0.51948 5.99680  0.000

Atoms 1-3, force components in eV/Å:
0.286 0.072 0.277
0.396 0.041 -0.103
-0.256 -0.113 0.403

Expectation value of S²   2.2023
HOMO (spin up / spin down)   -13.05 / -13.18 eV
Max |F|   4.285 eV/Å
Frontier orbital gap (spin up / spin down)   0.2018 / 0.1693 Eh
Spin multiplicity   3
Charge   +2


Below is a gas-phase ion, C4H2N2O3 (charge -2) at a distorted geometry, with properties calculated with ωB97M-V/def2-TZVPD.

Each line ends with the natural charge from an NBO analysis.
Cartesian coordinates (Å):
C 1.25174 -0.86630 -0.51698  -0.399
C -0.96515 0.94445 -0.47588  0.224
C -0.89002 -1.52499 0.37635  0.778
C 0.13158 1.28828 0.32229  0.387
N -0.05307 -1.58270 -0.49501  -0.559
N 1.17954 0.30665 0.30768  -0.692
O -1.38356 1.39008 -1.55175  -0.709
O -1.95048 -1.57697 0.97170  -0.666
O 0.02265 2.04946 1.35115  -0.806
H 1.32797 -0.57376 -1.63563  0.106
H 1.32880 0.14580 1.34609  0.336

Atoms 1-3, force components in eV/Å:
0.410 -0.001 -1.945
-1.582 1.277 -1.758
-2.351 -0.432 -1.174

HOMO   2.03 eV
Max |F|   2.688 eV/Å
Frontier orbital gap   0.1756 Eh
Charge   -2


Below is a single C19H16ClN3O2 molecule at a distorted geometry, with properties calculated with ωB97M-V/def2-TZVPD.

Each line ends with the natural charge from an NBO analysis.
Cartesian coordinates (Å):
Cl -1.63780 0.14951 4.70451  -0.016
C -0.22862 1.74389 1.92730  -0.044
C -1.39681 1.43924 1.94344  0.030
N 3.12115 2.99257 1.70149  -0.245
N 2.97631 -0.56634 -0.38515  -0.531
O -1.59503 -3.01220 -0.27343  -0.535
O 0.68251 -0.51403 0.04289  -0.500
C 1.12308 1.97076 1.72756  0.112
C 4.16701 0.04386 -0.23023  0.036
C -5.16320 -0.01830 2.88053  -0.180
C -4.92396 0.36056 1.60446  -0.223
C -4.19309 0.11115 3.88599  -0.230
C -3.75758 0.87235 1.30211  -0.187
C -2.93109 0.43752 3.47564  0.024
C -2.74565 0.99413 2.26117  -0.100
C 4.33654 1.17081 0.62424  -0.285
C 1.85778 -0.02040 0.21730  0.588
C 3.18873 1.80499 1.02252  0.108
C 1.98255 1.20082 0.95346  -0.211
N 1.86043 3.07251 2.05312  -0.236
C -0.25826 -3.11844 0.15590  -0.069
C -1.98261 -1.64562 -0.55431  -0.088
C 0.70159 -2.66360 -0.90690  -0.458
C -1.17343 -1.01263 -1.54864  -0.448
C 0.31810 -1.23644 -1.15306  0.114
H 5.04894 -0.46268 -0.59549  0.194
H -6.16077 -0.36034 3.17001  0.221
H -5.72562 0.33585 0.82729  0.226
H -4.34006 -0.31360 4.91532  0.242
H -3.65039 1.37001 0.28477  0.229
H 5.34830 1.43060 0.85524  0.228
H 1.51317 3.78402 2.53079  0.398
H -0.28161 -2.53508 1.01291  0.179
H -0.06263 -4.17079 0.34636  0.188
H -2.97392 -1.67121 -0.90326  0.189
H -2.10529 -1.09511 0.37477  0.174
H 0.68531 -3.14545 -1.85842  0.213
H 1.65284 -2.89097 -0.52888  0.237
H -1.28499 0.06087 -1.51033  0.230
H -1.41776 -1.49830 -2.55859  0.226
H 0.96271 -0.86432 -1.92752  0.203

Atoms 1-3, force components in eV/Å:
-0.798 0.548 -1.192
-1.652 0.133 0.026
-0.383 0.135 0.285

HOMO   -7.67 eV
Max |F|   5.486 eV/Å
Frontier orbital gap   0.2853 Eh
Structure (SMILES)   Clc1ccccc1C#Cc1[nH]nc2ccnc(OC3CCOCC3)c12


One value per record, in order, for relative energy (zero: lowest compared OMol25 entry of this formula, charge and spin): 54.8 86.4 14.2 37.8 91.5 112.6 133.9 kcal per mole.